# 1
This record from OMol25 describes a structure of composition C3H8O. The level of theory is ωB97M-V with the def2-TZVPD basis set.

The geometry in XYZ format:
```
12
Properties=species:S:1:pos:R:3:lowdin_charge:R:1
C 1.42200 -0.61362 -0.06119 -0.134
C 0.69236 0.69944 0.15392 -0.271
C -0.86579 0.69043 -0.15506 -0.172
H 1.25187 -1.17255 -1.12891 0.136
H 2.63720 -0.15572 -0.06013 0.151
H 1.17377 -1.16262 0.66785 -0.045
H 0.99463 1.56550 -0.55449 0.108
H 0.64363 1.21883 1.39645 0.184
H -0.91226 0.70203 -1.25976 0.129
H -1.32819 1.27100 0.27510 -0.035
H -1.19796 -1.10088 0.88286 0.058
O -1.34427 -0.72789 0.01938 -0.109
```

Properties
energy above the lowest of the compared OMol25 structures with the same formula, charge and spin: 419.4 kJ/mol
spin multiplicity: 1
orbital gap: 11.15 eV
total energy: -5283.80337 eV
net charge: 0
largest force on an atom: 19.60 eV/Å

# 2
This record from OMol25 describes a cluster of 2 separate species, C3H8O in total. The level of theory is ωB97M-V with the def2-TZVPD basis set.

The geometry in XYZ format:
```
12
Properties=species:S:1:pos:R:3:mulliken_spin:R:1
C 1.22624 -3.52528 2.09479 0.000
C 1.82479 -3.06503 3.40452 0.000
H 1.12282 -2.73450 1.34566 0.000
H 0.21484 -3.87626 2.26648 0.000
H 1.85785 -4.28247 1.63284 0.000
H 2.06004 -3.87480 4.03541 0.000
H 2.76809 -2.53253 3.32245 0.000
H 1.17317 -2.45755 4.02968 0.000
O -1.75863 4.21189 -2.69086 0.791
C -1.66621 3.23632 -3.34929 -0.019
H -1.74298 3.29983 -4.46541 0.119
H -1.46083 2.21892 -2.94061 0.110
```

Properties
energy above the lowest of the compared OMol25 structures with the same formula, charge and spin: 205.1 kJ/mol
spin multiplicity: 2
orbital gap (alpha / beta): 5.38 / 1.89 eV
total energy: -5276.25764 eV
net charge: +1
largest force on an atom: 1.53 eV/Å

# 3
This record from OMol25 describes a cluster of 2 separate species, C3H8O2 in total. The level of theory is ωB97M-V with the def2-TZVPD basis set.

The geometry in XYZ format:
```
13
Properties=species:S:1:pos:R:3:mulliken_spin:R:1
C 2.14011 1.42870 -0.20773 -0.009
O 0.92926 1.95013 -0.74784 0.019
H 2.26282 0.39700 -0.53157 0.011
H 2.96072 2.02899 -0.58803 0.001
H 2.09986 1.42970 0.88192 0.000
H 0.30567 1.22428 -0.50917 0.011
O -0.60284 -0.05827 0.29498 0.185
C -0.76934 -1.30885 0.62647 0.748
C -1.98646 -2.10952 0.17028 -0.067
H 0.05927 -1.92213 1.00618 0.041
H -2.35092 -2.65523 1.03918 0.003
H -1.64760 -2.91781 -0.51357 0.065
H -2.75460 -1.54180 -0.34440 -0.006
```

Properties
energy above the lowest of the compared OMol25 structures with the same formula, charge and spin: 0.0 kJ/mol
spin multiplicity: 2
orbital gap (alpha / beta): 4.23 / 7.68 eV
total energy: -7334.14387 eV
net charge: -1
largest force on an atom: 1.57 eV/Å

# 4
This record from OMol25 describes a cluster of 2 separate species, C3H8O2 in total. The level of theory is ωB97M-V with the def2-TZVPD basis set.

The geometry in XYZ format:
```
13
Properties=species:S:1:pos:R:3:lowdin_charge:R:1
C 0.85745 -0.90281 1.58920 -0.128
C -0.39238 -0.77907 0.75952 -0.152
C -0.90654 0.44598 0.59724 -0.185
O -1.53378 0.83070 -0.58173 -0.036
H 1.68927 -1.16889 0.95341 0.067
H 1.17028 -0.03980 2.17182 0.071
H 0.82027 -1.66755 2.36741 0.061
H -0.58390 -1.63962 0.13744 0.097
H -0.74982 1.31083 1.21669 0.119
H -1.64477 0.00191 -1.07192 0.090
O 0.70541 1.45317 -2.57323 -0.065
H -0.21896 1.63926 -2.70856 0.012
H 0.78746 0.51590 -2.85730 0.049
```

Properties
energy above the lowest of the compared OMol25 structures with the same formula, charge and spin: 164.2 kJ/mol
SMILES: C/C=C/O.O
spin multiplicity: 1
orbital gap: 9.31 eV
total energy: -7334.34864 eV
net charge: 0
largest force on an atom: 2.03 eV/Å

# 5
This record from OMol25 describes a cluster of 2 separate species, C3H8O2 in total. The level of theory is ωB97M-V with the def2-TZVPD basis set.

The geometry in XYZ format:
```
13
Properties=species:S:1:pos:R:3:lowdin_charge:R:1
C -1.47354 0.10040 0.02443 -0.005
C -0.57524 -0.05771 -0.94209 -0.167
C 0.78216 0.59319 -0.92296 -0.262
O 1.19363 0.79298 0.42093 -0.085
H -1.26138 0.71192 0.89605 0.072
H -2.43496 -0.40328 -0.00129 0.069
H -0.79381 -0.68741 -1.80353 0.101
H 1.50322 -0.03260 -1.46770 0.116
H 0.72661 1.55781 -1.45047 0.121
H 1.99925 1.32300 0.41664 0.099
O 0.06024 -1.50203 1.96052 -0.073
H -0.26353 -1.71880 1.07901 0.009
H 0.53736 -0.67744 1.79046 0.005
```

Properties
energy above the lowest of the compared OMol25 structures with the same formula, charge and spin: 133.0 kJ/mol
SMILES: C=CCO.O
spin multiplicity: 1
orbital gap: 10.48 eV
total energy: -7334.67172 eV
net charge: 0
largest force on an atom: 0.35 eV/Å

# 6
This record from OMol25 describes a cluster of 2 separate species, C3H8O2 in total. The level of theory is ωB97M-V with the def2-TZVPD basis set.

The geometry in XYZ format:
```
13
Properties=species:S:1:pos:R:3:lowdin_charge:R:1
C 0.25946 -1.02868 -0.86519 -0.103
C 0.08586 0.34488 -1.52311 -0.202
C 0.14304 1.51663 -0.56589 -0.287
O -0.34479 1.52866 0.52418 0.056
H 1.09719 -1.62776 -1.21889 0.066
H 0.39489 -1.02258 0.22651 0.066
H -0.62808 -1.65424 -0.99701 0.070
H -0.89674 0.47460 -1.97259 0.115
H 0.87988 0.37648 -2.26953 0.102
H 0.67709 2.39542 -1.00559 0.120
O -0.32791 -0.75950 3.16038 -0.069
H -0.04924 0.15756 3.21429 0.024
H -1.29065 -0.70145 3.29244 0.043
```

Properties
energy above the lowest of the compared OMol25 structures with the same formula, charge and spin: 99.2 kJ/mol
SMILES: CCC=O.O
spin multiplicity: 1
orbital gap: 10.79 eV
total energy: -7335.02199 eV
net charge: 0
largest force on an atom: 1.58 eV/Å

# 7
This record from OMol25 describes an isolated molecule of C3H8O2. The level of theory is ωB97M-V with the def2-TZVPD basis set.

The geometry in XYZ format:
```
13
Properties=species:S:1:pos:R:3:lowdin_charge:R:1
C 1.30070 0.16936 0.52869 -0.065
C 0.17154 -0.28667 -0.36105 -0.391
C -1.29751 -0.34129 0.11147 -0.048
O 0.23086 0.47486 -1.65786 -0.160
O -0.04451 1.89597 -1.47938 -0.048
H 1.58899 -0.64314 1.25009 0.100
H 2.06377 0.19901 -0.18319 0.058
H 1.19560 1.14833 1.10757 0.106
H 0.43413 -1.29610 -0.67586 0.137
H -1.68572 0.67890 0.29746 0.080
H -1.34903 -0.86400 1.03898 0.063
H -2.06081 -0.65028 -0.59714 0.079
H 0.61164 2.18404 -0.79245 0.090
```

Properties
energy above the lowest of the compared OMol25 structures with the same formula, charge and spin: 360.3 kJ/mol
SMILES: CC(C)OO
spin multiplicity: 1
orbital gap: 10.73 eV
total energy: -7332.31632 eV
net charge: 0
largest force on an atom: 2.50 eV/Å

# 8
This record from OMol25 describes an isolated molecule of C3H8O2. The level of theory is ωB97M-V with the def2-TZVPD basis set.

The geometry in XYZ format:
```
13
Properties=species:S:1:pos:R:3:lowdin_charge:R:1
C 1.20989 1.67115 0.77198 -0.110
O -0.15590 1.24635 0.75779 -0.105
C -0.01835 0.10060 0.01032 -0.403
O -1.26536 -0.29698 -0.32207 -0.087
C -1.41817 -1.67337 -0.62641 -0.089
H 1.12468 2.76237 0.78906 0.094
H 1.91049 1.12554 1.38315 0.086
H 1.56493 1.48487 -0.38166 0.113
H 0.54355 -0.51642 0.63435 0.112
H 0.79389 0.36106 -0.79385 0.125
H -0.72394 -2.07735 -1.46813 0.118
H -1.12959 -2.32406 0.15731 0.065
H -2.43610 -1.86376 -0.91185 0.081
```

Properties
energy above the lowest of the compared OMol25 structures with the same formula, charge and spin: 303.1 kJ/mol
SMILES: COCOC
spin multiplicity: 1
orbital gap: 10.73 eV
total energy: -7332.90933 eV
net charge: 0
largest force on an atom: 4.10 eV/Å

# 9
This record from OMol25 describes an isolated molecule of C3H8O2. The level of theory is ωB97M-V with the def2-TZVPD basis set.

The geometry in XYZ format:
```
13
Properties=species:S:1:pos:R:3:lowdin_charge:R:1
C 0.58488 0.03342 1.75222 -0.107
O 0.69014 0.20096 0.35820 -0.213
C -0.51214 0.57473 -0.29489 -0.209
C -0.57667 -0.24632 -1.57794 -0.250
O -0.29756 -1.59441 -1.29320 -0.062
H 1.48651 -0.49107 2.07886 0.090
H 0.52243 0.99388 2.28250 0.090
H -0.29393 -0.57450 2.01205 0.092
H -1.37623 0.34366 0.34349 0.122
H -0.51529 1.65120 -0.51694 0.126
H -1.58250 -0.19432 -2.00855 0.122
H 0.13112 0.16840 -2.31294 0.119
H 0.44030 -1.55162 -0.66388 0.081
```

Properties
energy above the lowest of the compared OMol25 structures with the same formula, charge and spin: 121.7 kJ/mol
SMILES: COCCO
spin multiplicity: 1
orbital gap: 11.13 eV
total energy: -7334.78880 eV
net charge: 0
largest force on an atom: 0.40 eV/Å

# 10
This record from OMol25 describes a cluster of 2 separate species, C3H8O2 in total. The level of theory is ωB97M-V with the def2-TZVPD basis set.

The geometry in XYZ format:
```
13
Properties=species:S:1:pos:R:3:lowdin_charge:R:1
C -0.61443 -0.07806 1.33776 0.017
C -0.71698 0.19867 0.04109 -0.494
C -0.54080 1.55241 -0.55385 -0.024
O -1.07574 -0.73809 -0.88336 0.031
H -0.46170 0.75963 2.00924 0.065
H -0.59850 -1.09615 1.69896 0.060
H -0.70296 2.29967 0.21019 0.082
H 0.48535 1.64842 -0.91446 0.090
H -1.14365 1.65437 -1.44814 0.083
H -1.27718 -1.55866 -0.40366 0.110
O 2.42813 -0.64155 0.08047 -0.057
H 3.10137 -1.32748 0.08532 0.033
H 1.63825 -1.01870 0.48420 0.005
```

Properties
energy above the lowest of the compared OMol25 structures with the same formula, charge and spin: 100.6 kJ/mol
SMILES: C=C(C)O.O
spin multiplicity: 1
orbital gap: 9.69 eV
total energy: -7335.00824 eV
net charge: 0
largest force on an atom: 0.80 eV/Å